Entry 1:
# C34H58N2O4RuSi

A molecular structure, C34H58N2O4RuSi (the ωB97M-V functional and the def2-TZVPD basis, the OMol25 dataset).

Structure (ORCA input):
```
! RIJCOSX wB97M-V def2-TZVPD def2/J DEFGRID3
* xyz 1 6
O 2.164 -2.339 -3.465
O 0.814 -0.705 -5.067
C 3.356 -2.119 -2.719
C 3.758 -3.173 -1.708
H 3.245 -1.146 -2.215
H 4.139 -1.994 -3.481
H 3.088 -3.187 -0.840
H 4.755 -2.917 -1.338
H 3.809 -4.165 -2.164
C 1.154 -3.163 -2.864
C 0.326 -3.774 -3.959
H 0.532 -2.535 -2.203
H 1.609 -3.959 -2.251
H -0.113 -2.997 -4.596
H -0.484 -4.373 -3.527
H 0.950 -4.438 -4.570
C -0.401 -0.274 -5.724
C 1.907 -0.925 -5.988
C -1.588 -0.972 -5.114
H -0.345 -0.486 -6.806
H -0.487 0.817 -5.598
H -1.738 -1.954 -5.575
H -2.493 -0.388 -5.306
H -1.480 -1.102 -4.033
C 1.742 -2.191 -6.780
H 2.804 -0.971 -5.365
H 2.002 -0.047 -6.650
H 1.655 -3.046 -6.101
H 2.627 -2.327 -7.406
H 0.866 -2.141 -7.431
H 1.170 -0.591 -3.285
N -0.921 -0.245 1.019
C -1.562 0.289 2.067
C -2.240 1.499 1.992
C -2.426 2.327 0.886
C -1.571 -0.505 3.341
H -0.561 -0.815 3.637
H -2.207 -1.397 3.260
H -1.978 0.129 4.133
C -3.535 3.340 0.866
H -4.228 3.176 0.029
H -3.146 4.363 0.809
H -4.098 3.241 1.799
N -1.615 2.261 -0.166
C -0.586 -1.638 1.012
C 0.705 -2.048 1.399
C 1.685 -1.127 2.053
C 1.071 -3.375 1.172
H 2.084 -3.688 1.436
C 0.154 -4.285 0.651
H 0.459 -5.319 0.477
C -1.154 -3.888 0.382
H -1.888 -4.604 0.005
C -1.561 -2.576 0.608
C -2.992 -2.181 0.434
C -1.925 2.792 -1.452
C -1.569 4.107 -1.792
C -0.893 4.984 -0.787
C -1.833 4.524 -3.096
H -1.571 5.548 -3.375
C -2.422 3.662 -4.022
H -2.635 4.015 -5.033
C -2.745 2.348 -3.675
H -3.220 1.665 -4.383
C -2.450 1.883 -2.390
C -2.635 0.468 -1.951
Ru -0.205 0.889 -0.468
H 2.490 -0.838 1.360
H 2.172 -1.651 2.893
H 1.239 -0.210 2.450
H -3.135 -1.462 -0.383
H -3.426 -1.746 1.346
H -3.581 -3.074 0.189
H -0.750 5.983 -1.216
H 0.094 4.600 -0.492
H -1.487 5.098 0.128
H -3.561 0.336 -1.370
H -1.787 0.128 -1.264
H -2.665 -0.207 -2.815
H -2.767 1.791 2.899
C 0.957 0.336 -2.529
Si 1.975 1.835 -3.150
H -0.131 0.515 -2.682
H 1.274 -0.033 -1.517
C 3.727 1.275 -3.566
C 2.267 3.332 -2.057
C 1.140 2.616 -4.648
H 1.506 3.648 -4.755
H 0.051 2.664 -4.526
H 1.373 2.078 -5.576
H 4.225 0.874 -2.673
H 4.294 2.153 -3.909
H 3.760 0.515 -4.355
H 2.493 3.031 -1.026
H 1.398 4.001 -2.054
H 3.127 3.896 -2.455
O 0.658 2.162 2.324
C 1.439 2.367 1.396
O 1.458 1.711 0.248
H 2.244 3.129 1.420
*
```

Results
<S²>	8.77
HOMO (spin up / spin down)	-10.659 / -11.515	eV
lowest unoccupied orbital energy (spin up / spin down)	-2.5 / -4.9	eV
orbital gap (spin up / spin down)	8.11 / 6.63	eV


Entry 2:
# C5H11MgO4

A molecular structure, C5H11MgO4 (the ωB97M-V functional and the def2-TZVPD basis, the OMol25 dataset).

Structure (ORCA input):
```
! RIJCOSX wB97M-V def2-TZVPD def2/J DEFGRID3
* xyz -1 1
O 3.981 1.550 3.341
C 3.468 0.641 4.022
C 2.038 0.430 4.081
O 1.323 1.330 3.272
C 0.862 0.773 2.044
C 0.727 1.877 1.030
O 1.986 2.517 0.920
C 2.078 3.408 -0.179
Mg 2.630 3.292 2.990
H 4.102 -0.019 4.642
H 1.660 0.488 5.113
H -0.107 0.275 2.195
H 1.589 0.030 1.683
H -0.040 2.609 1.334
H 0.431 1.445 0.061
H 3.073 3.866 -0.148
H 1.953 2.855 -1.122
H 1.312 4.197 -0.108
H 1.896 -0.885 3.824
O 1.793 -2.299 3.614
H 1.363 -3.027 4.071
*
```

Results
HOMO	-1.390	eV
lowest unoccupied orbital energy	3.1	eV
orbital gap	4.51	eV


Entry 3:
# C21H61BO9P

8 unconnected molecules or ions with the total composition C21H61BO9P (the ωB97M-V functional and the def2-TZVPD basis, the OMol25 dataset).

Structure (ORCA input):
```
! RIJCOSX wB97M-V def2-TZVPD def2/J DEFGRID3
* xyz -1 1
B -5.756 -5.132 3.238
P -7.386 -4.587 4.082
O -8.708 -5.678 3.776
O -7.796 -2.925 3.764
H -4.807 -4.939 3.945
H -5.823 -6.303 3.006
H -5.596 -4.513 2.229
H -8.824 -5.885 2.802
H -7.315 -2.561 2.951
C -3.951 -1.136 0.489
C -3.719 -2.191 1.558
C -2.236 -2.390 1.827
O -4.292 -3.426 1.136
H -3.492 -1.432 -0.461
H -5.022 -1.012 0.297
H -3.535 -0.169 0.791
H -4.224 -1.895 2.484
H -1.716 -2.732 0.925
H -2.083 -3.162 2.590
H -1.768 -1.462 2.169
H -3.849 -3.696 0.314
C -0.051 0.450 -1.268
C 0.181 -0.606 -0.199
C 1.664 -0.805 0.070
O -0.392 -1.840 -0.621
H 0.408 0.153 -2.218
H -1.122 0.574 -1.460
H 0.365 1.416 -0.966
H -0.324 -0.309 0.727
H 2.184 -1.146 -0.833
H 1.817 -1.576 0.832
H 2.132 0.124 0.412
H 0.051 -2.111 -1.443
C 0.082 2.582 -4.847
C 0.709 1.296 -5.363
C 0.454 1.113 -6.850
O 0.167 0.187 -4.651
H -1.005 2.570 -4.985
H 0.263 2.694 -3.773
H 0.491 3.455 -5.365
H 1.788 1.311 -5.174
H -0.620 1.049 -7.059
H 0.901 0.178 -7.205
H 0.874 1.942 -7.428
H -0.791 0.166 -4.813
C 6.820 1.064 1.116
C 5.489 0.483 1.567
C 5.680 -0.559 2.657
O 4.833 -0.115 0.452
H 7.467 0.284 0.700
H 6.668 1.804 0.322
H 7.342 1.546 1.948
H 4.842 1.287 1.935
H 6.287 -1.397 2.296
H 4.715 -0.977 2.963
H 6.169 -0.126 3.535
H 5.400 -0.830 0.118
C -11.043 -3.190 1.824
C -10.869 -3.480 0.342
C -11.136 -4.944 0.028
O -9.540 -3.148 -0.052
H -10.338 -3.778 2.424
H -10.835 -2.136 2.037
H -12.060 -3.421 2.155
H -11.551 -2.849 -0.239
H -10.435 -5.594 0.564
H -10.996 -5.140 -1.040
H -12.156 -5.227 0.305
H -8.928 -3.703 0.459
C 10.115 4.659 2.124
C 8.652 5.026 1.928
C 8.279 6.264 2.728
O 7.832 3.934 2.337
H 10.324 4.433 3.176
H 10.366 3.760 1.552
H 10.772 5.473 1.804
H 8.456 5.203 0.865
H 8.424 6.095 3.802
H 7.221 6.509 2.587
H 8.882 7.126 2.426
H 8.000 3.771 3.280
C 4.098 2.887 -3.385
C 3.115 3.368 -2.329
C 3.721 3.299 -0.936
O 1.941 2.561 -2.373
H 4.379 1.842 -3.211
H 3.644 2.930 -4.381
H 5.006 3.497 -3.387
H 2.814 4.397 -2.549
H 3.990 2.269 -0.676
H 2.999 3.637 -0.185
H 4.618 3.922 -0.865
H 2.200 1.644 -2.179
*
```

Results
HOMO	-2.272	eV
lowest unoccupied orbital energy	1.5	eV
orbital gap	3.81	eV


Entry 4:
# C2H4N2O

A single C2H4N2O molecule (the ωB97M-V functional and the def2-TZVPD basis, the OMol25 dataset).

Structure (ORCA input):
```
! RIJCOSX wB97M-V def2-TZVPD def2/J DEFGRID3
* xyz 0 1
H -1.819 -1.452 -1.243
N -1.535 -0.645 -0.686
C -0.427 -0.828 -0.108
N 0.130 0.190 0.721
C 1.066 1.048 0.182
O 1.261 2.174 0.570
H 0.198 -1.726 -0.147
H -0.505 0.647 1.364
H 1.631 0.593 -0.654
*
```

Results
SMILES	[H]/N=C/NC=O
HOMO	-10.243	eV
lowest unoccupied orbital energy	0.9	eV
orbital gap	11.15	eV


For each record above, in turn, the calculated E values are -2124.849863 -698.091874 -1880.053932 -263.346753 a.u..